Density functional theory data (the ωB97M-V functional and the def2-TZVPD basis) for a structure of composition C44H47CaF6Ge2NO2PS in a non-equilibrium geometry.

Summary:
energy relative to the best compared isomer or geometry (same formula, charge and spin) = 126.5 kJ/mol
orbital gap (spin up / spin down) = 6.23 / 5.64 eV
charge = -2
2S+1 = 2
highest occupied orbital energy (spin up / spin down) = -0.0798 / -0.0815 Eh
lowest unoccupied orbital energy (spin up / spin down) = 4.0611 / 3.4197 eV
expectation value of S² = 0.7870
M = 984.19 g mol⁻¹
total energy = -219884.8114 eV

Each line ends with the Mulliken spin population.
Geometry (Å):
Ca1 -1.531 -0.497 -1.637  0.008
O1 -3.072 -3.099 1.148  0.000
C1 -2.805 -2.716 -0.001  -0.004
O2 -2.007 -1.759 -0.222  -0.003
C2 -3.456 -3.472 -1.139  0.002
C3 -4.499 -4.310 -0.741  0.000
C4 -5.169 -5.143 -1.612  0.000
C5 -4.805 -5.143 -2.952  0.000
C6 -3.799 -4.314 -3.378  0.000
C7 -3.098 -3.460 -2.505  -0.002
S1 -1.832 -2.566 -3.253  0.004
H1 -4.764 -4.301 0.307  0.000
H2 -5.964 -5.792 -1.267  0.000
H3 -5.307 -5.793 -3.661  0.000
H4 -3.514 -4.300 -4.421  0.000
C8 3.134 -0.457 1.814  0.000
C9 1.920 -0.227 0.931  0.033
Ge1 0.188 -0.983 1.690  -0.045
C10 0.118 -2.983 1.407  0.006
C11 0.992 -3.797 2.346  0.000
C12 0.329 -0.655 3.675  -0.001
C13 -0.582 0.272 4.020  -0.001
Ge2 -1.575 0.679 2.282  -0.004
C14 -1.337 2.657 1.792  0.000
C15 -1.673 3.689 2.857  0.000
C16 -3.453 -0.046 2.227  0.000
C17 -4.398 0.356 3.345  0.000
C18 -0.768 0.807 5.364  0.001
C19 0.115 0.540 6.419  0.000
C20 -0.106 1.040 7.686  0.000
C21 -1.209 1.840 7.942  0.000
C22 -2.082 2.141 6.908  0.000
C23 -1.864 1.630 5.643  0.000
H5 4.040 -0.110 1.314  0.001
H6 3.255 -1.515 2.035  0.000
H7 3.025 0.072 2.758  0.000
H8 2.090 -0.670 -0.048  -0.010
H9 1.772 0.844 0.787  -0.006
H10 0.383 -3.181 0.369  0.003
H11 -0.920 -3.272 1.547  0.002
H12 2.050 -3.589 2.188  0.000
H13 0.824 -4.864 2.179  0.000
H14 0.749 -3.569 3.383  0.000
H15 0.994 -1.103 4.409  0.000
H16 -1.934 2.861 0.908  0.000
H17 -0.287 2.760 1.514  0.000
H18 -2.734 3.675 3.094  0.000
H19 -1.421 4.686 2.493  0.000
H20 -1.115 3.510 3.773  0.000
H21 -3.328 -1.130 2.217  0.000
H22 -3.881 0.233 1.267  0.000
H23 -3.992 0.089 4.319  0.000
H24 -5.354 -0.154 3.220  0.000
H25 -4.590 1.429 3.335  0.000
H26 0.989 -0.068 6.238  0.000
H27 0.588 0.811 8.486  0.000
H28 -1.384 2.228 8.937  0.000
H29 -2.936 2.783 7.093  0.000
H30 -2.544 1.859 4.835  0.000
F1 -2.488 1.120 -0.781  0.004
P1 -3.619 1.594 -1.884  0.001
F2 -2.440 1.660 -3.027  0.001
F3 -3.271 3.136 -1.494  0.000
F4 -3.914 0.054 -2.282  0.000
F5 -4.703 2.098 -2.969  0.000
F6 -4.747 1.540 -0.735  0.000
C24 0.644 -0.110 -2.162  0.425
C25 1.653 -0.544 -2.714  -0.083
C26 2.794 -0.958 -3.411  0.116
C27 2.577 -1.757 -4.594  0.066
C28 1.418 -2.544 -4.705  0.080
C29 1.177 -3.308 -5.824  -0.057
C30 2.089 -3.335 -6.871  0.098
C31 3.214 -2.527 -6.798  -0.053
C32 3.450 -1.737 -5.693  0.090
C33 4.095 -0.585 -2.943  0.039
C34 5.261 -1.289 -3.303  0.121
C35 6.496 -0.910 -2.826  -0.070
C36 6.627 0.164 -1.955  0.135
C37 5.484 0.848 -1.556  -0.086
C38 4.249 0.487 -2.039  0.084
H31 0.707 -2.541 -3.892  0.027
H32 0.265 -3.883 -5.877  -0.001
H33 1.920 -3.960 -7.741  0.009
H34 3.912 -2.501 -7.630  -0.002
H35 4.290 -1.054 -5.696  0.004
H36 5.183 -2.167 -3.931  0.007
H37 7.376 -1.465 -3.129  -0.003
H38 7.602 0.450 -1.579  0.012
H39 5.567 1.678 -0.865  -0.003
H40 3.364 1.030 -1.740  0.051
N1 0.068 2.833 -1.154  -0.001
C39 0.776 3.981 -1.020  0.000
C40 2.167 3.976 -0.844  0.001
C41 2.855 5.163 -0.694  0.000
C42 2.189 6.379 -0.678  0.000
C43 0.810 6.393 -0.826  0.000
C44 0.113 5.218 -1.002  0.001
H41 0.516 1.951 -1.391  0.003
H42 -0.889 2.917 -1.446  0.001
H43 2.700 3.036 -0.845  0.000
H44 3.931 5.141 -0.594  0.000
H45 2.739 7.304 -0.565  0.000
H46 0.280 7.336 -0.818  0.000
H47 -0.957 5.230 -1.143  0.000

Force components x, y, z for each atom (eV/Å):
0.75 -0.09 -2.91
-0.10 0.01 -0.08
-0.48 -0.98 0.96
-0.49 -1.32 1.42
-0.21 -0.12 -0.25
-0.21 -0.17 0.16
-0.16 -0.09 0.04
-0.04 -0.05 -0.06
-0.18 -0.12 -0.07
-0.14 -0.21 0.19
0.65 0.16 -0.60
0.05 0.01 0.02
-0.04 0.02 0.10
-0.03 -0.01 -0.02
0.05 0.02 0.00
-0.17 -0.06 0.09
-0.62 -0.25 0.04
0.88 -0.12 0.64
-0.20 0.67 -0.09
0.08 0.25 -0.04
-0.13 -0.05 -0.51
-0.18 -0.15 -1.04
0.01 0.19 0.26
-0.06 -0.87 0.11
0.05 -0.16 0.07
0.68 0.18 0.02
0.12 0.10 -0.02
-0.21 0.36 0.66
0.00 -0.06 -0.18
0.03 0.02 0.14
-0.08 0.08 0.06
-0.13 0.14 0.22
0.16 -0.19 -0.19
0.14 0.04 0.03
0.13 -0.14 0.08
0.10 0.04 0.17
-0.14 0.06 -0.05
-0.08 0.07 -0.13
-0.06 0.06 -0.10
-0.06 0.08 -0.08
0.14 -0.06 0.08
0.05 -0.04 0.05
0.06 -0.06 0.16
0.13 -0.09 0.10
0.05 -0.11 -0.16
-0.03 -0.07 -0.11
-0.18 0.05 0.12
-0.01 0.11 0.03
0.04 0.07 0.13
0.07 0.01 -0.10
0.05 0.01 -0.15
-0.05 -0.02 0.15
-0.12 -0.02 0.07
-0.07 0.15 0.09
0.05 -0.05 -0.04
0.03 -0.02 0.00
0.00 0.04 0.03
0.00 -0.04 -0.03
-0.07 0.04 0.01
-0.87 1.33 0.80
-1.89 2.01 -0.97
-0.10 -0.50 0.65
0.03 -0.33 0.04
0.53 0.15 0.37
0.30 -0.17 0.27
0.41 -0.10 -0.18
1.15 0.38 0.03
0.63 0.18 -0.33
-0.78 0.08 0.25
-0.06 -0.46 -0.69
0.16 0.22 0.25
-0.02 -0.20 -0.23
0.00 0.02 0.01
0.11 -0.12 -0.38
0.00 0.18 0.20
0.73 0.21 0.33
-0.28 -0.04 -0.01
0.34 0.02 0.06
0.08 0.00 0.04
0.26 0.12 0.10
-0.27 -0.15 -0.22
-0.07 -0.04 0.04
-0.10 -0.08 0.06
-0.04 0.04 0.01
-0.01 0.02 0.01
0.05 -0.08 0.04
-0.01 0.05 -0.01
0.00 -0.03 0.03
-0.02 0.01 -0.01
-0.02 0.02 0.01
-0.09 -0.01 0.04
-0.05 -0.35 -0.12
0.11 0.15 0.13
-0.01 -0.07 -0.08
0.02 0.07 0.02
0.17 0.26 0.01
0.12 0.00 -0.03
-0.07 -0.05 -0.03
-0.02 0.15 -0.05
-0.10 -0.05 -0.04
0.01 -0.11 -0.01
0.11 -0.03 0.05
0.02 0.02 0.03
-0.09 0.06 0.00
-0.17 -0.01 0.02